{
  "formula": "C38H55FN3O6PSi",
  "method": "ωB97M-V/def2-TZVPD",
  "elements": ["P", "Si", "F", "O", "O", "O", "O", "O", "O", "N", "N", "N", "C", "C", "C", "C", "C", "C", "C", "C", "C", "C", "C", "C", "C", "C", "C", "C", "C", "C", "C", "C", "C", "C", "C", "C", "C", "C", "C", "C", "C", "C", "C", "C", "C", "C", "C", "C", "C", "C", "H", "H", "H", "H", "H", "H", "H", "H", "H", "H", "H", "H", "H", "H", "H", "H", "H", "H", "H", "H", "H", "H", "H", "H", "H", "H", "H", "H", "H", "H", "H", "H", "H", "H", "H", "H", "H", "H", "H", "H", "H", "H", "H", "H", "H", "H", "H", "H", "H", "H", "H", "H", "H", "H", "H"],
  "xyz": [[-5.78046, 7.08092, -1.85302], [6.17602, -2.79784, 0.89560], [-5.16674, 5.10674, -6.97904], [-6.98760, 6.77841, -2.99058], [2.16762, -4.41207, 3.12141], [-4.16375, 0.85644, -3.16960], [-5.82193, 2.99335, -7.11181], [-6.86352, 4.08821, -3.81437], [-2.25788, -3.41560, 0.83061], [-4.99417, 2.87199, -4.22960], [1.88026, -4.02931, 5.30954], [-4.46579, -3.28785, 0.47424], [-3.92762, 3.12240, -2.11275], [-1.96340, 1.85506, -0.91808], [-3.41220, 6.81251, 0.59111], [-4.33846, 2.05420, -3.19630], [-4.15124, 3.31453, -5.35673], [6.44386, -3.04432, 2.77778], [2.38574, -4.75522, 4.27436], [9.83415, -5.09543, -0.11086], [-0.12201, -0.58940, -0.23020], [8.36312, -4.98914, -2.22216], [-5.72405, -3.62158, -0.16203], [-2.02825, 1.13728, 0.50122], [-3.63754, 5.59754, -0.37774], [7.51107, -3.83928, -0.02995], [3.20772, -5.97307, 4.60697], [-0.27472, 6.46717, -0.53499], [9.65622, -5.43891, -1.57167], [0.39320, 5.57351, -0.03066], [-6.73823, 7.36565, -0.22314], [8.78158, -4.31236, 0.62127], [7.31340, -4.22104, -1.48597], [2.07082, -2.10113, -0.20028], [-5.72070, 3.88529, -3.45608], [4.40498, -3.28902, 0.33680], [-4.69145, 5.60990, -1.48962], [-5.11722, 3.76122, -6.52439], [-3.13072, -4.84132, -0.88131], [-2.36170, 7.90443, 0.07897], [6.49767, -0.94135, 0.51272], [-4.80539, 4.36129, -2.29293], [-2.77401, 4.36274, -0.19718], [3.27921, -2.28061, 0.85413], [-3.23385, -3.80093, 0.20314], [2.03433, -4.28280, 6.72750], [-2.87629, 3.12769, -1.05329], [0.68092, -1.75454, 0.51276], [-1.39827, 7.42489, -1.08740], [-1.61312, -0.40494, 0.30739], [-7.65577, 6.20202, -2.55042], [1.04293, -4.41468, 7.16544], [-1.98968, 4.32696, 0.62039], [4.20018, -4.31916, 0.76130], [-7.71716, 7.85369, -0.55570], [-6.40938, -3.99604, 0.60108], [-2.09389, -5.15791, -0.98699], [-3.60335, 2.38937, -5.73530], [-0.83964, 8.35686, -1.44151], [7.19313, -2.29211, 3.18946], [-6.22404, 8.14223, 0.42444], [0.08057, -2.71901, 0.51205], [5.69734, -0.28803, 0.99873], [-1.68957, 8.14729, 0.96680], [7.49116, -0.57926, 0.94098], [2.63273, -5.16840, 6.92490], [-6.14019, -2.71401, -0.60359], [-2.21314, 1.07548, -1.70988], [6.47082, -0.80344, -0.62071], [6.77860, -4.09666, 3.01561], [2.39194, -1.33046, -0.96831], [-1.92193, 7.01629, -1.99906], [-6.97989, 6.40721, 0.32077], [4.08690, -5.68528, 5.18729], [1.98159, -3.08963, -0.74411], [3.54323, -6.45031, 3.68713], [-2.31897, -0.81861, -0.47273], [-3.46350, -4.42441, -1.83415], [-5.60664, -4.37441, -0.93707], [-1.73945, -0.98336, 1.26756], [-0.20282, -0.91761, -1.31422], [-3.73366, -5.71411, -0.62247], [0.44697, 0.38828, -0.19690], [8.18254, -5.24066, -3.31126], [-1.25779, 1.56618, 1.22315], [4.41559, -3.35645, -0.79580], [0.89628, -1.48488, 1.59078], [2.51554, -3.41556, 7.18408], [3.67822, -1.24022, 1.06428], [-2.99658, 6.38762, 1.56555], [-3.05485, 1.24118, 0.96152], [-3.39983, 4.09502, -5.03319], [10.77000, -5.42190, 0.44014], [-2.86257, 8.88739, -0.19250], [2.60563, -6.69033, 5.16850], [6.34792, -3.90400, -1.98955], [-0.87206, 2.12939, -1.10475], [-4.46455, -2.59661, 1.21002], [2.84382, -2.73558, 1.80731], [5.46199, -2.87158, 3.32835], [10.41965, -6.03524, -2.15805], [1.34005, -3.22779, 5.01745], [-4.35876, 7.35924, 0.88242], [0.80179, 4.66681, 0.49232], [8.95295, -4.07513, 1.71467]],
  "atomic_forces_ev_per_a": [[0.4, 1.6, 0.1], [0.3, 0.2, 0.2], [0.8, -1.8, 1.5], [0.5, -0.9, 2.3], [0.1, -0.2, 0.1], [-0.3, 1.9, -0.5], [1.3, 1.1, 1.2], [1.6, 0.5, 1.3], [-0.1, -0.2, -0.1], [0.4, -1.3, 1.0], [0.3, -0.4, -0.2], [0.3, -0.3, -0.2], [0.1, 2.8, 1.9], [0.4, 0.2, 0.4], [0.4, -0.3, 0.4], [1.2, 1.1, 0.8], [0.1, 0.1, -0.2], [-0.3, 0.1, 0.7], [-0.2, 0.3, -0.3], [-2.0, 0.7, -1.6], [-0.3, -0.9, -0.1], [0.5, 0.4, 2.0], [0.0, 0.4, 0.4], [0.8, -0.7, -0.1], [-0.2, -2.2, -1.3], [2.2, -2.0, -2.0], [0.1, -0.1, 0.0], [-1.2, -0.7, 0.0], [-2.7, 1.8, 2.0], [-0.8, 0.1, 0.0], [-0.8, 0.0, -0.5], [-0.3, -0.5, -2.2], [2.4, -0.6, 1.6], [0.6, -0.4, 0.5], [-0.7, 0.6, -1.0], [0.0, 0.2, 0.1], [0.7, -3.6, 0.6], [-1.2, -0.5, -1.6], [0.1, -0.1, -0.1], [0.5, 0.0, 0.3], [-0.1, 0.5, 0.0], [1.7, -1.4, 1.0], [-1.6, 0.0, -1.7], [-0.7, -0.3, -0.2], [0.2, 0.3, 0.4], [-0.3, 0.4, -0.1], [-1.8, 1.0, -1.0], [0.4, 0.0, -0.5], [1.8, 0.7, 0.5], [-0.1, 0.7, -0.1], [0.4, 0.2, -0.9], [0.1, -0.1, 0.2], [-1.2, 0.3, -1.1], [0.1, 1.0, -0.7], [1.2, -0.7, 0.4], [-0.2, -0.1, -0.2], [-0.1, 0.1, 0.1], [-0.7, 1.3, 0.3], [-0.8, -1.2, 0.4], [-0.8, -1.0, -0.5], [-0.5, -1.2, -0.8], [0.5, 1.4, 0.2], [0.9, -0.8, -0.8], [-0.9, -0.2, -1.1], [-1.2, -0.6, -0.8], [0.0, 0.1, -0.1], [-0.2, -0.2, -0.1], [0.0, 1.2, 1.0], [0.1, 0.1, 1.5], [-0.3, 1.1, -0.2], [-0.5, -0.7, 0.8], [0.6, 0.1, 1.2], [0.3, 1.1, -0.3], [-0.1, -0.1, 0.1], [0.0, 1.1, 0.5], [-0.1, 0.2, 0.0], [0.6, 0.2, 1.0], [-0.1, -0.1, 0.0], [0.1, 0.1, 0.1], [0.0, 0.7, -1.0], [0.3, 0.6, 1.1], [-0.1, 0.0, -0.2], [-0.5, -1.1, 0.0], [0.3, 0.3, 1.5], [-1.1, -0.2, -0.8], [-0.2, 0.0, 1.2], [-0.4, -0.2, -1.1], [0.0, -0.1, 0.2], [-0.3, -1.2, -0.1], [-0.6, 0.4, -1.3], [1.1, -0.2, -0.5], [-0.8, -0.6, -0.5], [-1.4, 0.5, -0.8], [0.5, -1.4, 0.0], [0.1, 0.0, 0.1], [1.5, -0.5, 0.5], [-1.4, -0.1, 0.2], [0.0, -0.1, -0.1], [0.6, 0.8, -1.2], [1.1, -0.2, -0.6], [-1.1, 0.9, 0.9], [0.0, -0.1, 0.0], [1.0, -0.9, -0.5], [-0.3, 1.7, -1.0], [-0.2, -0.3, -1.5]],
  "mol_weight_g_mol": 727.9,
  "largest_force_ev_per_a": 3.785,
  "total_energy_ev": -76930.78749,
  "e_lumo_ev": -0.6,
  "smiles": "C#CCCCc1cc(CCCCCCCC[Si](C)(C)c2ccccc2)c2c(c1P(C)O)C(=O)N(CC(=O)F)C2=O.CNC(C)=O.CNC(C)=O",
  "orbital_gap_ev": 7.87,
  "total_charge": 0
}

{
  "formula": "C38H56BrN7O3S2",
  "method": "ωB97M-V/def2-TZVPD",
  "elements": ["Br", "S", "S", "O", "O", "O", "N", "N", "N", "N", "N", "N", "N", "C", "C", "C", "C", "C", "C", "C", "C", "C", "C", "C", "C", "C", "C", "C", "C", "C", "C", "C", "C", "C", "C", "C", "C", "C", "C", "C", "C", "C", "C", "C", "C", "C", "C", "C", "C", "C", "C", "H", "H", "H", "H", "H", "H", "H", "H", "H", "H", "H", "H", "H", "H", "H", "H", "H", "H", "H", "H", "H", "H", "H", "H", "H", "H", "H", "H", "H", "H", "H", "H", "H", "H", "H", "H", "H", "H", "H", "H", "H", "H", "H", "H", "H", "H", "H", "H", "H", "H", "H", "H", "H", "H", "H", "H"],
  "xyz": [[0.84990, 2.97218, -4.43603], [2.06128, -3.11524, 2.15802], [1.28544, -1.32721, -0.10503], [-5.64829, -0.40640, 0.72408], [3.72312, -0.35347, 2.05094], [0.55753, -0.93977, -4.41010], [-6.08987, 0.39751, -0.21140], [3.00296, 0.12750, -2.40336], [-0.48394, -3.03221, 1.33703], [2.46167, 2.34830, -2.21170], [3.88762, 1.49094, -0.59291], [4.68659, 0.53212, 0.04028], [2.21531, 0.55062, -3.43369], [3.52774, -1.23016, -2.23219], [9.08063, 1.44480, 1.99906], [-0.23749, -7.17719, 2.48917], [-8.33332, -0.45901, 0.55777], [1.72159, -0.17956, -4.61550], [-8.20497, 1.23870, -1.19252], [-1.82718, -1.15522, -4.11739], [-3.51312, -1.71847, 3.12092], [-2.99981, -0.70638, 3.99072], [3.93156, 2.87929, -0.03224], [7.57575, 3.87834, 1.06148], [-2.66147, -2.44419, 2.27427], [6.47289, 3.10082, 0.29549], [1.88112, 1.85000, -3.32093], [0.87696, -2.55079, 1.19095], [-0.03123, -5.41542, 0.84913], [-6.66732, 2.99964, 1.05212], [1.19751, -2.32108, -1.64327], [-0.62954, -6.21105, 3.42941], [0.08632, -6.77682, 1.17052], [-0.63809, -0.14705, -4.27822], [9.85855, 2.56596, 1.24693], [3.15521, 1.29944, -1.68474], [4.11293, -0.04898, 0.99709], [5.08868, 3.05128, 1.01692], [-5.35070, 2.29408, -1.65777], [-7.62059, 1.81852, 1.20989], [-0.75289, -1.18574, 3.05708], [-5.23724, 2.51510, 0.83192], [8.97027, 3.52019, 0.38375], [-3.67704, 1.03302, -0.43888], [-1.25849, -2.20661, 2.22910], [-5.12671, 1.52964, -0.33613], [-7.50632, 0.75390, 0.10601], [-1.60802, -0.46756, 3.91823], [-0.43077, -4.42206, 1.78061], [2.51309, -2.38437, -2.47284], [-0.74379, -4.84077, 3.09691], [-3.33152, 0.56028, 0.48219], [-8.64725, 2.19016, 1.25761], [-6.98722, 3.64503, 0.22907], [10.55711, 2.05838, 0.54554], [-0.56075, 0.38025, -3.29696], [4.16706, 3.61940, -0.82170], [-8.28133, 2.32570, -1.24748], [4.32899, -1.35890, -2.99925], [-7.68588, 0.88476, -2.08450], [4.91352, 4.05100, 1.47738], [-3.00366, 1.87020, -0.63052], [-2.24862, -1.40875, -5.10346], [4.01430, -1.42314, -1.26921], [-1.49916, -2.05938, -3.56653], [-3.56680, 0.31987, -1.26020], [6.30834, 3.57068, -0.70200], [9.47172, 4.47908, 0.15654], [0.31419, -0.92852, 3.04891], [8.29164, 0.97296, 1.37698], [0.19426, -5.10568, -0.18787], [-9.38159, -0.17724, 0.66639], [1.57404, 0.46113, -5.50448], [2.22224, -2.51153, -3.53607], [10.47491, 3.19080, 1.92226], [8.73632, 3.02816, -0.58544], [-1.03529, -4.12184, 3.87210], [-3.65216, -0.13330, 4.66347], [9.82233, 0.70416, 2.35724], [2.51466, -0.90788, -4.89424], [2.97579, 3.11913, 0.46960], [-9.22219, 0.85452, -1.27387], [-6.28312, 2.85083, -1.69243], [-2.55932, -0.64766, -3.45369], [-1.23614, 0.33782, 4.57441], [-4.56071, 3.03285, -1.80759], [5.02667, 2.31892, 1.84263], [-0.81639, 0.54064, -5.12470], [0.31150, -1.98360, -2.21006], [7.43313, 4.97674, 0.96037], [-8.01630, -0.84138, 1.52848], [6.78678, 2.05402, 0.10720], [8.58688, 1.88472, 2.89163], [-4.58600, 3.37599, 0.65876], [-8.27800, -1.27250, -0.16875], [0.95768, -3.36136, -1.33217], [-5.32980, 1.61406, -2.51251], [-7.41948, 1.35606, 2.18238], [0.41351, -7.51696, 0.42439], [3.03165, -3.32860, -2.20242], [-0.85710, -6.49138, 4.46940], [-0.15686, -8.23306, 2.78481], [7.59949, 3.65416, 2.14685], [-4.59488, -1.90229, 3.18442], [-3.15192, -3.20116, 1.64225], [-4.87759, 2.04561, 1.75432], [-6.70571, 3.61896, 1.95161]],
  "atomic_forces_ev_per_a": [[0.6, -0.9, 0.5], [-0.1, 0.5, -0.7], [-0.5, -0.2, 0.4], [0.0, -0.3, -0.9], [0.7, -0.2, -1.9], [0.5, 0.9, -0.3], [0.5, -0.1, 3.0], [-0.1, 2.1, 1.4], [1.6, 0.1, 0.6], [-0.3, -0.9, -1.0], [-0.2, 1.4, 0.1], [-0.7, -1.7, -0.2], [-2.6, 0.6, -3.5], [0.6, -1.7, -1.7], [0.3, 0.8, 0.4], [0.2, 0.4, -0.2], [0.6, -0.5, 0.3], [0.5, -2.4, -0.7], [0.1, 0.3, -0.2], [0.5, 0.9, 0.3], [0.5, 0.7, 0.9], [1.1, -1.0, -1.3], [0.9, 0.5, 1.4], [0.8, -0.1, -0.8], [-0.5, 0.3, 0.1], [-0.6, -0.2, 0.6], [1.8, 0.3, 2.7], [0.4, -0.7, 0.3], [-0.1, 0.2, -0.3], [0.0, 0.0, -0.1], [-0.6, -0.9, 0.2], [-0.1, 0.4, -0.2], [-0.4, 0.5, 0.9], [-0.9, -1.2, 1.3], [-0.1, 0.0, -0.9], [0.1, -0.5, 0.0], [-0.2, 1.5, 2.0], [-0.2, 0.7, -0.7], [-0.3, 0.1, -0.1], [0.5, 0.2, 0.3], [0.0, -0.1, -0.1], [-0.4, 0.0, 0.4], [-0.8, 0.0, 0.6], [0.0, -0.6, 0.4], [-1.8, 0.9, 0.3], [0.9, 1.2, -1.5], [-1.9, 0.3, -1.1], [-1.0, 0.4, 0.3], [-0.5, -1.7, 0.3], [-0.5, -0.1, 0.2], [0.4, -0.3, -0.7], [-0.1, -0.1, -0.1], [0.0, -0.2, -0.1], [0.0, 0.0, 0.0], [-0.2, 0.4, 0.5], [0.0, 0.2, -0.8], [-0.6, -0.7, 0.2], [0.1, 0.0, -0.1], [-0.4, 0.1, 0.5], [0.1, 0.0, 0.1], [0.0, -0.6, -0.3], [-0.2, 0.1, -0.1], [0.0, -0.1, 0.6], [-0.5, 1.0, -0.2], [-0.1, 0.5, -0.5], [-0.1, 0.0, 0.1], [0.3, -0.2, 0.6], [0.1, -0.7, 0.1], [-0.5, -0.2, 0.0], [0.6, 0.1, 0.3], [-0.1, -0.1, 0.7], [0.1, 0.2, -0.1], [0.3, 0.4, 0.9], [0.3, 0.2, 0.6], [-0.4, -0.6, -0.1], [0.2, 0.3, 0.5], [0.1, -0.3, -0.4], [0.4, -0.3, -0.4], [-0.6, 0.2, -0.2], [-0.5, 0.5, 0.2], [0.3, -0.2, -0.6], [0.0, 0.0, 0.2], [-0.1, -0.1, 0.0], [0.1, -0.4, -0.7], [0.2, -0.6, -0.5], [0.1, -0.1, 0.1], [0.2, 0.3, -0.4], [0.4, -0.3, 0.4], [0.8, 0.0, 0.1], [-0.2, -0.7, 0.1], [0.2, 0.0, -0.1], [0.0, 0.6, 0.1], [0.2, -0.4, -0.5], [0.1, -0.1, -0.2], [0.0, 0.0, 0.0], [0.1, 0.7, -0.1], [0.0, 0.0, 0.1], [0.0, -0.2, -0.1], [-0.2, 0.5, 0.4], [0.0, 0.7, -0.1], [0.1, 0.0, -0.6], [-0.1, 0.6, -0.2], [-0.2, 0.0, -0.6], [0.6, -0.2, -0.4], [0.6, 0.3, 0.2], [0.0, -0.2, -0.1], [0.0, 0.0, 0.0]],
  "mol_weight_g_mol": 802.9,
  "largest_force_ev_per_a": 4.394,
  "total_energy_ev": -148588.17909,
  "s2": 0.75,
  "e_lumo_ev": [-2.8, -2.8],
  "orbital_gap_ev": [7.34, 7.34],
  "spin_multiplicity": 2,
  "total_charge": 1
}